[1]
9
Properties=species:S:1:pos:R:3 method="wB97M-V/def2-TZVPD" total_energy_ha=-171.89759 lumo_ev="0.02 / 0.19" homo_lumo_gap_ev="8.1 / 8.2" e_homo_ev="-8.07 / -8.05" relative_energy_kj_mol=413.5 spin_multiplicity=1 mol_weight_g_mol=55.080
C -1.14 -0.31 -0.07
C 0.20 0.19 -0.54
C 1.38 -0.08 0.13
N 2.42 -0.39 0.70
H -1.75 0.49 0.39
H -1.03 -1.12 0.66
H -1.71 -0.69 -0.92
H 1.42 0.79 0.89
H 0.25 0.98 -1.29

=====

[2]
47
Properties=species:S:1:pos:R:3 method="wB97M-V/def2-TZVPD" smiles="Cc1ccc(-c2noc(C3CCN(C(=O)Nc4ccc(C#N)cc4)CC3)n2)o1" total_energy_ha=-1273.03211 lumo_ev=0.39 homo_lumo_gap_ev=8.9 e_homo_ev=-8.53 relative_energy_kj_mol=200.3 spin_multiplicity=1 mol_weight_g_mol=377.404
C 7.72 -0.14 1.69
C 6.29 -0.39 1.34
C 5.49 -1.48 1.54
C 4.23 -1.15 1.01
C 4.35 0.13 0.52
C 3.38 0.95 -0.13
N 3.57 2.16 -0.59
O 2.38 2.53 -1.12
C 1.53 1.51 -0.95
N 2.09 0.51 -0.34
C 0.14 1.64 -1.45
H 0.04 2.66 -1.83
C -0.13 0.64 -2.58
H 0.64 0.73 -3.35
H -1.09 0.88 -3.03
C -0.15 -0.79 -2.05
N -1.17 -0.91 -1.03
C -1.95 -2.01 -1.02
O -1.83 -2.93 -1.81
N -2.92 -2.08 0.00
C -3.88 -1.13 0.30
C -4.71 -1.33 1.41
C -5.66 -0.40 1.76
C -5.81 0.76 1.00
C -5.01 0.96 -0.13
C -4.06 0.02 -0.47
H -3.46 0.16 -1.36
H -5.14 1.84 -0.73
C -6.78 1.72 1.36
N -7.56 2.51 1.65
H -6.29 -0.56 2.62
H -4.59 -2.23 2.00
H -3.19 -3.03 0.20
C -0.91 -0.05 0.11
C -0.88 1.42 -0.32
H -0.63 2.04 0.54
H -1.86 1.72 -0.68
H -1.67 -0.20 0.88
H 0.07 -0.31 0.52
H -0.39 -1.50 -2.85
H 0.83 -1.05 -1.63
O 5.61 0.59 0.72
H 3.35 -1.75 0.98
H 5.77 -2.40 2.01
H 7.80 0.70 2.38
H 8.28 0.11 0.79
H 8.14 -1.03 2.15

=====

[3]
81
Properties=species:S:1:pos:R:3 method="wB97M-V/def2-TZVPD" total_energy_ha=-5934.70345 lumo_ev="-7.22 / -8.63" homo_lumo_gap_ev="6.2 / 5.0" e_homo_ev="-13.43 / -13.59" relative_energy_kj_mol=291.9 spin_multiplicity=4 mol_weight_g_mol=629.470 total_charge=+2
N -5.47 -1.24 4.18
C -4.49 -0.50 4.70
C -3.81 0.46 3.94
C -4.28 0.75 2.64
C -5.41 0.02 2.17
C -5.96 -0.97 2.98
C -3.58 1.68 1.78
Co 0.17 0.60 -2.64
P 2.74 0.33 -1.35
C -3.78 1.59 0.43
C -2.93 2.11 -0.57
C -3.16 1.66 -1.89
C -2.08 1.64 -2.73
C -0.83 1.97 -2.14
C -0.66 2.77 -1.02
C -1.80 2.90 -0.22
Br 0.66 2.23 -4.26
H -2.81 2.33 2.20
H -4.61 1.00 0.02
H -2.95 0.99 4.36
H -5.88 0.22 1.20
H -4.20 -0.70 5.73
H -6.80 -1.55 2.59
H -4.14 1.29 -2.22
H -1.82 3.46 0.71
H -2.25 1.45 -3.79
H 0.28 3.24 -0.76
P -0.21 -1.19 -0.99
C 2.94 2.02 -0.57
C 3.64 3.16 -1.32
H 3.48 1.82 0.37
H 1.91 2.32 -0.30
H 3.69 4.02 -0.62
H 4.67 2.91 -1.60
H 3.08 3.51 -2.20
C 2.90 0.59 -3.16
C 3.77 -0.13 -4.17
H 3.13 1.66 -3.21
H 1.82 0.36 -3.47
H 3.30 -0.01 -5.16
H 4.76 0.35 -4.26
H 3.89 -1.20 -3.98
C 4.27 -0.60 -1.00
C 5.56 0.17 -1.21
H 4.23 -1.48 -1.66
H 4.19 -0.96 0.04
H 6.39 -0.54 -1.11
H 5.61 0.63 -2.21
H 5.69 0.95 -0.45
C 0.55 -2.43 0.15
C 2.01 -2.82 -0.02
H -0.07 -3.33 0.07
H 0.38 -2.02 1.16
H 2.14 -3.85 0.32
H 2.34 -2.76 -1.06
H 2.67 -2.20 0.60
C -0.40 -2.32 -2.45
C -0.98 -1.69 -3.70
H -1.01 -3.17 -2.10
H 0.61 -2.72 -2.65
H -0.63 -2.27 -4.57
H -2.07 -1.75 -3.68
H -0.67 -0.62 -3.87
C -1.90 -1.22 -0.17
C -2.17 -1.88 1.20
H -2.58 -1.65 -0.91
H -2.15 -0.16 -0.07
H -3.25 -1.85 1.40
H -1.84 -2.93 1.26
H -1.68 -1.32 2.00
C -0.50 -0.57 5.06
N 0.77 -0.53 4.38
C 0.90 -0.03 3.11
N 2.21 0.01 2.68
O -0.05 0.33 2.40
H -1.27 -1.02 4.43
H -0.83 0.42 5.37
H -0.40 -1.18 5.96
H 1.62 -0.81 4.84
H 2.41 0.43 1.79
H 2.96 -0.25 3.31

=====

[4]
18
Properties=species:S:1:pos:R:3 method="wB97M-V/def2-TZVPD" smiles=N[C@H]([C@H](N)C(F)(F)F)C(F)(F)F total_energy_ha=-864.73071 lumo_ev=0.77 homo_lumo_gap_ev=10.4 e_homo_ev=-9.58 relative_energy_kj_mol=0.0 spin_multiplicity=1 mol_weight_g_mol=196.094
C -0.69 0.34 0.45
C 0.40 -0.65 -0.36
C -1.99 0.10 -0.30
C 1.73 0.10 -0.34
N -0.42 1.80 0.34
N 0.69 -1.88 0.37
F -3.04 0.73 0.22
F -2.30 -1.16 -0.24
F -1.83 0.42 -1.58
F 1.76 1.12 -1.20
F 2.73 -0.70 -0.67
F 2.00 0.67 0.83
H -0.64 0.15 1.52
H 0.13 -0.77 -1.33
H 0.02 1.99 -0.62
H 0.42 1.96 0.93
H -0.06 -2.49 0.73
H 1.10 -1.75 1.26

=====

[5]
14
Properties=species:S:1:pos:R:3 method="wB97M-V/def2-TZVPD" smiles=Cn1cc[n+]([O-])n1.Br total_energy_ha=-2931.26672 lumo_ev=0.36 homo_lumo_gap_ev=8.5 e_homo_ev=-8.16 relative_energy_kj_mol=183.7 spin_multiplicity=1 mol_weight_g_mol=180.005
C 0.31 0.57 -0.67
C 0.91 1.81 -0.87
C 0.44 -1.21 1.01
N 1.51 0.90 1.23
N 0.70 0.19 0.50
N 1.70 2.13 0.16
O 2.45 3.12 0.38
Br -3.01 0.96 0.11
H -2.52 2.18 0.69
H -0.13 -0.16 -1.33
H 0.71 2.62 -1.54
H 1.00 -1.78 0.27
H 0.85 -1.12 2.10
H -0.62 -1.44 0.87

=====

[6]
9
Properties=species:S:1:pos:R:3 method="wB97M-V/def2-TZVPD" total_energy_ha=-677.43382 lumo_ev="-0.18 / -1.60" homo_lumo_gap_ev="8.9 / 6.7" e_homo_ev="-9.05 / -8.30" relative_energy_kj_mol=490.7 spin_multiplicity=1 mol_weight_g_mol=105.122
C -1.08 -0.50 0.84
N -0.32 -1.28 1.22
N 0.90 1.01 -0.13
N 1.37 -0.13 -0.47
O -2.53 0.17 -1.07
S -1.84 0.76 0.05
H 1.27 1.34 0.69
H 0.91 -0.48 -1.42
H 1.33 -0.88 0.30

=====

[7]
21
Properties=species:S:1:pos:R:3 method="wB97M-V/def2-TZVPD" smiles=CC(C)[C@@H](N)CN total_energy_ha=-308.34230 lumo_ev=1.02 homo_lumo_gap_ev=9.8 e_homo_ev=-8.77 relative_energy_kj_mol=212.0 spin_multiplicity=1 mol_weight_g_mol=102.181
N -2.05 -0.09 -0.12
C -0.64 -0.54 -0.15
C 0.01 0.15 1.02
C -0.03 1.65 0.83
C 1.33 -0.65 1.52
C 0.17 -0.08 -1.32
N 0.05 -1.07 -2.41
H -2.36 0.82 0.26
H -2.52 -0.28 -0.96
H -0.45 -1.65 0.01
H -0.64 -0.24 1.78
H -0.34 2.16 -0.16
H -0.65 2.05 1.65
H 1.01 2.11 1.03
H 1.69 -0.03 2.42
H 1.19 -1.71 1.82
H 1.93 -0.73 0.62
H -0.03 1.00 -1.55
H 1.26 -0.07 -1.04
H 0.62 -0.80 -3.16
H 0.45 -1.99 -2.09

=====

[8]
132
Properties=species:S:1:pos:R:3 method="wB97M-V/def2-TZVPD" smiles="COC(=O)OC.COC(=O)OC.COC(=O)OC.Fc1ccccc1.Fc1ccccc1.Fc1ccccc1.Fc1ccccc1.Fc1ccccc1.Fc1ccccc1.Fc1ccccc1.Fc1ccccc1" total_energy_ha=-3682.84877 lumo_ev=0.51 homo_lumo_gap_ev=9.4 e_homo_ev=-8.89 spin_multiplicity=1 mol_weight_g_mol=1039.066
F -0.72 -18.92 -28.07
C -1.88 -19.14 -27.42
C -2.43 -20.40 -27.50
C -3.65 -20.56 -26.82
C -4.28 -19.53 -26.16
C -3.69 -18.26 -26.14
C -2.50 -18.07 -26.79
H -1.92 -21.19 -28.04
H -4.12 -21.53 -26.66
H -5.20 -19.64 -25.61
H -4.19 -17.46 -25.61
H -2.02 -17.10 -26.85
F -7.80 -14.49 -20.80
C -8.28 -14.26 -22.04
C -7.85 -13.11 -22.69
C -8.25 -12.90 -23.99
C -9.10 -13.81 -24.61
C -9.45 -15.00 -23.99
C -9.05 -15.23 -22.64
H -7.13 -12.46 -22.20
H -7.97 -12.06 -24.61
H -9.42 -13.61 -25.63
H -9.98 -15.75 -24.56
H -9.21 -16.21 -22.23
F -5.63 -20.54 -17.57
C -4.54 -20.95 -18.25
C -3.82 -22.07 -17.90
C -2.67 -22.44 -18.60
C -2.19 -21.59 -19.59
C -2.91 -20.42 -19.90
C -4.07 -20.10 -19.24
H -4.25 -22.70 -17.13
H -2.14 -23.35 -18.35
H -1.25 -21.73 -20.11
H -2.54 -19.79 -20.70
H -4.65 -19.24 -19.53
F -4.26 -13.66 -22.60
C -3.70 -12.83 -21.70
C -4.46 -12.21 -20.72
C -3.89 -11.17 -20.01
C -2.52 -10.91 -20.04
C -1.76 -11.59 -20.98
C -2.34 -12.54 -21.81
H -5.50 -12.47 -20.59
H -4.48 -10.63 -19.28
H -2.06 -10.16 -19.42
H -0.75 -11.22 -21.11
H -1.66 -12.93 -22.56
F 2.13 -13.58 -26.88
C 1.66 -14.71 -26.30
C 2.05 -15.91 -26.88
C 1.67 -17.10 -26.29
C 0.74 -17.10 -25.27
C 0.34 -15.87 -24.72
C 0.76 -14.66 -25.25
H 2.59 -15.86 -27.82
H 1.95 -18.06 -26.70
H 0.22 -17.99 -24.95
H -0.31 -15.83 -23.86
H 0.31 -13.73 -24.94
F -1.51 -13.67 -16.61
C -1.76 -14.64 -17.50
C -1.03 -15.81 -17.36
C -1.25 -16.79 -18.30
C -2.14 -16.61 -19.37
C -2.89 -15.45 -19.44
C -2.77 -14.50 -18.44
H -0.33 -16.03 -16.57
H -0.79 -17.77 -18.22
H -2.13 -17.28 -20.22
H -3.57 -15.26 -20.26
H -3.23 -13.53 -18.31
F -9.59 -15.64 -19.11
C -9.30 -16.94 -18.96
C -10.07 -17.71 -18.11
C -9.67 -19.02 -17.87
C -8.54 -19.56 -18.46
C -7.81 -18.78 -19.35
C -8.21 -17.48 -19.60
H -10.97 -17.33 -17.65
H -10.27 -19.69 -17.26
H -8.35 -20.62 -18.37
H -6.95 -19.16 -19.89
H -7.58 -16.92 -20.28
F -6.83 -17.33 -24.86
C -7.63 -17.95 -25.75
C -8.36 -19.02 -25.29
C -9.21 -19.66 -26.21
C -9.30 -19.24 -27.52
C -8.47 -18.21 -27.94
C -7.67 -17.50 -27.06
H -8.44 -19.16 -24.22
H -9.93 -20.42 -25.94
H -10.02 -19.73 -28.16
H -8.50 -17.83 -28.96
H -7.04 -16.70 -27.43
C 2.25 -22.99 -26.58
O 2.07 -22.42 -25.31
C 0.81 -22.21 -24.92
O -0.15 -22.28 -25.63
O 0.75 -21.75 -23.67
C 1.94 -21.56 -22.91
H 3.29 -23.24 -26.76
H 1.96 -22.35 -27.42
H 1.69 -23.92 -26.68
H 2.64 -22.38 -23.05
H 1.64 -21.41 -21.88
H 2.48 -20.69 -23.30
C -1.70 -19.31 -22.99
O -2.95 -19.03 -22.39
C -3.54 -17.87 -22.59
O -3.09 -16.99 -23.26
O -4.67 -17.83 -21.90
C -5.51 -16.70 -22.05
H -1.77 -20.33 -23.36
H -0.89 -19.34 -22.25
H -1.45 -18.58 -23.75
H -5.14 -16.04 -22.83
H -5.65 -16.19 -21.10
H -6.48 -17.04 -22.41
C -5.38 -13.85 -25.65
O -4.62 -12.67 -25.87
C -3.29 -12.81 -25.84
O -2.70 -13.84 -25.89
O -2.80 -11.58 -25.77
C -1.39 -11.43 -25.92
H -5.31 -14.43 -26.58
H -6.44 -13.60 -25.63
H -5.11 -14.42 -24.77
H -1.15 -11.34 -26.98
H -0.82 -12.21 -25.43
H -1.17 -10.47 -25.44

=====

[9]
17
Properties=species:S:1:pos:R:3 method="wB97M-V/def2-TZVPD" smiles=C1[C@@H]2CC3(CC3)[C@H]12 total_energy_ha=-272.57946 lumo_ev=1.18 homo_lumo_gap_ev=10.7 e_homo_ev=-9.52 relative_energy_kj_mol=363.7 spin_multiplicity=1 mol_weight_g_mol=94.157
C -1.97 -0.35 -0.09
C -1.35 0.93 -0.58
C -0.46 -0.13 -0.03
C 0.57 -0.97 -0.75
C 1.60 -0.63 0.31
C 1.67 0.86 0.64
C 0.55 0.03 1.17
H -2.36 -1.06 -0.83
H -2.61 -0.29 0.80
H -1.30 1.12 -1.65
H -1.53 1.82 0.02
H 0.32 -2.03 -0.68
H 0.76 -0.68 -1.78
H 2.46 -1.26 0.53
H 1.36 1.60 -0.09
H 2.56 1.16 1.21
H -0.27 -0.12 1.82

=====

[10]
145
Properties=species:S:1:pos:R:3 method="wB97M-V/def2-TZVPD" total_energy_ha=-10112.01362 lumo_ev="2.67 / 2.67" homo_lumo_gap_ev="3.3 / 7.2" e_homo_ev="-0.63 / -4.49" spin_multiplicity=2 mol_weight_g_mol=1676.252 total_charge=-2
O -3.30 0.89 -1.33
C -2.36 0.48 -0.71
O -1.17 0.53 -1.16
B -0.21 -0.08 -0.11
O -1.15 -0.56 1.01
C -2.39 -0.36 0.62
O -3.43 -0.85 1.11
O 0.82 0.97 0.18
C 2.08 0.60 -0.29
O 3.15 1.17 -0.09
C 1.88 -0.89 -0.77
O 0.58 -1.17 -0.71
O 2.76 -1.77 -0.98
C -5.51 1.84 0.97
C -6.66 2.86 1.26
O -6.10 4.10 1.00
S -4.47 4.18 1.24
O -4.05 4.17 2.69
O -3.86 5.17 0.30
O -4.33 2.60 0.70
H -5.72 1.30 0.05
H -5.23 1.15 1.76
H -7.21 2.86 2.20
H -7.44 2.76 0.50
C 1.46 -2.46 -4.17
C 2.00 -3.88 -3.89
O 1.50 -4.62 -4.89
S 0.05 -4.05 -5.54
O -1.07 -4.60 -4.77
O 0.09 -4.21 -6.99
O 0.37 -2.57 -5.03
H 2.22 -1.75 -4.49
H 1.19 -1.98 -3.23
H 1.52 -4.26 -2.99
H 3.09 -3.99 -3.85
C -1.71 -3.91 0.58
C -1.90 -3.64 -0.89
O -1.20 -4.61 -1.50
S -1.08 -6.01 -0.67
O 0.30 -6.31 -0.23
O -1.93 -7.10 -1.29
O -1.84 -5.36 0.69
H -2.40 -3.34 1.21
H -0.71 -3.55 0.80
H -1.47 -2.69 -1.23
H -2.94 -3.82 -1.15
C 2.46 -4.59 2.27
C 3.91 -5.12 2.63
O 4.17 -5.77 1.40
S 3.63 -4.93 0.07
O 3.26 -5.77 -1.05
O 4.53 -3.83 -0.30
O 2.37 -4.28 0.87
H 2.14 -3.72 2.84
H 1.74 -5.41 2.41
H 4.02 -5.89 3.39
H 4.57 -4.25 2.69
C 7.21 -0.63 -0.67
C 6.38 -1.46 0.36
O 7.04 -1.04 1.50
S 8.69 -1.02 1.40
O 9.24 -2.39 1.20
O 9.27 -0.17 2.37
O 8.52 -0.38 -0.11
H 6.75 0.35 -0.81
H 7.44 -1.09 -1.63
H 6.68 -2.49 0.20
H 5.30 -1.27 0.32
C -0.04 2.32 2.96
C 0.96 1.64 3.88
O 1.82 2.59 4.41
S 1.46 4.12 3.99
O 2.15 4.59 2.74
O 1.43 5.13 5.08
O -0.06 3.61 3.49
H -1.08 2.00 2.91
H 0.31 2.58 1.95
H 1.40 0.80 3.34
H 0.40 1.20 4.71
C 5.71 2.13 1.47
C 4.93 2.98 2.46
O 5.78 3.22 3.50
S 7.32 3.51 2.99
O 8.26 2.93 3.89
O 7.46 4.97 2.63
O 7.11 2.58 1.66
H 5.53 2.29 0.41
H 5.63 1.06 1.66
H 4.05 2.42 2.77
H 4.64 3.88 1.91
C -5.14 3.61 -3.00
C -5.99 3.56 -4.34
O -7.05 4.48 -4.05
S -7.56 4.32 -2.51
O -8.15 3.02 -2.22
O -8.29 5.54 -2.03
O -5.95 4.37 -2.10
H -4.13 3.96 -3.20
H -4.82 2.68 -2.52
H -6.35 2.57 -4.61
H -5.34 3.92 -5.14
C -4.34 -1.01 4.34
C -4.13 -1.86 5.55
O -2.76 -2.00 5.91
S -1.80 -1.35 4.63
O -1.49 -2.38 3.59
O -0.70 -0.63 5.26
O -3.07 -0.36 4.15
H -5.23 -0.38 4.38
H -4.69 -1.66 3.54
H -4.48 -2.89 5.43
H -4.67 -1.43 6.40
C 5.03 1.36 -2.64
C 5.31 2.29 -3.78
O 5.64 1.61 -5.06
S 5.90 0.09 -4.66
O 7.17 -0.38 -5.18
O 4.73 -0.80 -4.85
O 5.97 0.37 -3.02
H 4.21 0.64 -2.70
H 5.24 1.78 -1.66
H 6.18 2.92 -3.58
H 4.49 3.00 -3.84
C -1.57 4.12 -2.18
C -0.07 3.91 -1.87
O 0.64 5.08 -2.09
S -0.12 6.09 -3.21
O 0.51 5.83 -4.48
O -0.24 7.45 -2.76
O -1.55 5.27 -3.01
H -2.19 4.31 -1.30
H -1.89 3.17 -2.60
H 0.41 3.02 -2.28
H 0.00 3.81 -0.78
C -6.38 -2.78 -0.43
C -5.82 -3.48 0.87
O -6.96 -3.71 1.64
S -7.87 -2.41 1.61
O -7.67 -1.55 2.79
O -9.28 -2.84 1.25
O -7.16 -1.84 0.20
H -7.15 -3.38 -0.92
H -5.58 -2.43 -1.09
H -5.19 -2.86 1.51
H -5.31 -4.39 0.56